57
Properties=species:S:1:pos:R:3:lowdin_charge:R:1 method="wB97M-V/def2-TZVPD" e_homo_ha="-0.0817 / -0.2027" spin_multiplicity=3 s2=2.0324 lumo_energy_ev="1.791 / 1.788" de_lowest_kcal_mol=0.0 e_tot_ev=-161559.3135 charge=-1
H -2.4511 0.4529 2.1698 0.078
Cl 2.8843 -0.9082 -0.3393 0.853
C 4.1976 -0.7390 -2.7144 -0.693
C -1.7391 1.1213 2.6480 -0.080
C -2.9542 3.7211 -2.5157 -0.128
C -5.0013 2.5054 -2.6604 -0.132
O -1.0065 -7.2448 3.0841 -0.096
Cl 3.2420 0.5757 -6.3614 0.678
H -2.3523 4.5996 -2.7019 0.097
H 0.9845 -3.5428 5.2652 0.092
Ti -0.0080 0.2045 -0.2820 0.822
O -1.0797 1.8286 1.6004 -0.280
O 1.4287 1.9887 0.5073 -0.323
C -4.4103 1.4439 -1.9977 -0.682
C 0.0457 -4.8934 3.9136 -0.021
C 2.6568 2.4255 -0.0546 -0.084
C -0.1617 2.8023 2.0590 -0.200
H 3.5049 1.9344 0.4284 0.093
C -0.4947 -5.0807 2.6141 -0.183
C 3.1628 0.1510 -4.6937 -0.695
H 2.7486 3.5104 0.0462 0.100
C 1.2581 2.3213 1.8896 -0.169
H 1.0028 -1.6338 3.6617 0.093
H -6.0345 2.4180 -2.9659 0.097
S -2.3928 0.0337 -0.7982 0.683
H -1.0317 0.5358 3.2385 0.091
C 1.9860 0.3694 -3.9850 -0.600
H 0.0278 -5.7299 4.5945 0.095
O 0.7832 0.2567 -1.9666 -0.275
C 0.5729 -3.6677 4.2697 -0.110
C -3.0721 1.4532 -1.5638 -0.665
O -1.4836 -6.4432 1.0723 -0.085
C -4.2733 3.6527 -2.9279 -0.101
Cl 5.7334 -0.6681 -4.9401 0.665
Cl -0.7365 2.8341 -1.3417 0.790
C 0.0581 -2.7960 2.0940 -0.157
H -2.2737 1.8295 3.2875 0.094
Cl 5.5590 -1.4150 -1.9063 0.691
N -1.0293 -6.2966 2.2436 -0.425
C 4.2737 -0.4034 -4.0632 -0.713
O -0.2394 -1.7913 -0.0824 -0.107
C -2.3939 2.6444 -1.8515 -0.608
H -0.8806 -4.1507 0.7131 0.123
H 1.9528 3.1216 2.1607 0.131
Cl -5.4036 0.0471 -1.7097 0.654
C 0.0695 -1.6936 1.1416 -0.552
H -0.3119 3.6985 1.4517 0.118
H -0.3455 3.0574 3.1075 0.131
O 0.4147 -0.4967 1.5183 -0.169
H 2.6433 2.1655 -1.1109 0.086
H 1.4688 1.4356 2.4915 0.129
C 0.5909 -2.5937 3.3857 -0.062
H -4.7292 4.4832 -3.4493 0.099
C 3.0179 -0.5249 -2.0130 -0.568
C -0.4748 -4.0084 1.7033 0.074
C 1.8916 0.0332 -2.6289 -0.433
Cl 0.6048 1.0659 -4.7351 0.739